(P)
Below is a cluster of 2 separate species, CH4I2N2 in total, with properties calculated with ωB97M-V with the def2-TZVPD basis set.

Values from the calculation:
* frontier orbital gap: 7.99 eV
* E_LUMO: -0.93 eV

```
! RIJCOSX wB97M-V def2-TZVPD def2/J DEFGRID3
* xyz 0 1
C 1.48 0.40 -0.59
N 1.40 -0.72 -0.12
N -1.48 -0.13 1.10
I -1.59 1.72 0.19
I -2.07 -1.62 -0.14
H -2.07 0.06 1.86
H 1.30 1.29 0.05
H 1.48 0.44 -1.64
H 1.56 -1.45 -0.69
*
```

---

(Q)
Below is a structure of composition CH4I2N2, with properties calculated with ωB97M-V with the def2-TZVPD basis set.

Values from the calculation:
* frontier orbital gap: 7.48 eV
* E_LUMO: -1.28 eV

```
! RIJCOSX wB97M-V def2-TZVPD def2/J DEFGRID3
* xyz 0 1
C -0.06 -0.20 0.20
N 1.04 0.62 -0.24
N 2.30 0.03 0.37
I 2.73 -2.00 0.06
I 3.85 1.45 -0.01
H -0.15 0.14 1.24
H -0.91 0.34 -0.26
H -0.02 -1.35 -0.13
H 1.08 0.62 -1.22
*
```

---

Relative energy table, unit eV: (P) 0.000; (Q) 0.226

---

(P)
Below is the molecule C4H7O2, with properties calculated with ωB97M-V with the def2-TZVPD basis set.

Values from the calculation:
* expectation value of S²: 0.770
* frontier orbital gap (alpha / beta): 10.36 / 8.39 eV
* E_LUMO (alpha / beta): 0.78 / -1.63 eV

```
! RIJCOSX wB97M-V def2-TZVPD def2/J DEFGRID3
* xyz 0 2
O 0.60 3.05 -1.31
C -0.02 2.02 -1.00
C 0.33 1.17 0.05
C -0.49 -0.03 0.40
C 0.32 -1.26 0.04
O -0.02 -2.57 0.54
H -0.92 1.77 -1.62
H -0.18 -2.57 1.50
H 1.02 1.36 0.85
H -0.70 -0.13 1.50
H -1.50 -0.04 -0.08
H 0.16 -1.56 -1.05
H 1.40 -1.22 0.17
*
```

---

(Q)
Below is a cluster of 2 separate species, C4H7O2 in total, with properties calculated with ωB97M-V with the def2-TZVPD basis set.

Values from the calculation:
* expectation value of S²: 0.754
* frontier orbital gap (alpha / beta): 8.82 / 11.45 eV
* E_LUMO (alpha / beta): 0.63 / 0.10 eV

```
! RIJCOSX wB97M-V def2-TZVPD def2/J DEFGRID3
* xyz 0 2
C -2.22 0.01 -0.14
C -0.63 -0.02 -0.22
C 0.30 -0.01 0.93
C 3.15 0.02 -0.36
O 3.16 -1.15 -0.32
O 3.11 1.20 -0.38
H -2.65 -0.01 -1.15
H -2.66 -0.86 0.37
H -2.61 0.94 0.30
H -0.33 -0.96 -0.82
H -0.29 0.87 -0.87
H 0.82 0.91 1.32
H 0.84 -0.93 1.33
*
```

---

Relative energy table, unit eV: (P) 1.034; (Q) 0.000

---

(P)
Below is a cluster of 2 separate species, C4H10S in total, with properties calculated with ωB97M-V with the def2-TZVPD basis set.

Values from the calculation:
* frontier orbital gap: 9.96 eV
* E_LUMO: 1.01 eV

```
! RIJCOSX wB97M-V def2-TZVPD def2/J DEFGRID3
* xyz 0 1
C -2.39 -0.48 -1.94
C -1.53 -1.05 -2.75
H -3.10 -1.05 -1.37
H -2.37 0.59 -1.76
H -1.49 -2.12 -2.94
H -0.84 -0.46 -3.35
C 1.62 1.40 1.49
C 1.29 0.01 2.07
S 0.97 -1.31 0.85
H 1.14 2.18 2.08
H 1.39 1.52 0.43
H 2.69 1.59 1.58
H 2.16 -0.34 2.63
H 0.45 0.08 2.74
H 0.02 -0.58 0.23
*
```

---

(Q)
Below is a cluster of 2 separate species, C4H10S in total, with properties calculated with ωB97M-V with the def2-TZVPD basis set.

Values from the calculation:
* frontier orbital gap: 4.65 eV
* E_LUMO: -1.43 eV

```
! RIJCOSX wB97M-V def2-TZVPD def2/J DEFGRID3
* xyz 0 1
C -1.66 0.91 0.14
C -0.91 -0.65 0.80
C -1.27 -0.44 -0.58
S 1.69 0.95 -0.90
C 2.69 -0.36 -0.24
H -2.69 0.83 0.47
H -0.96 1.45 0.79
H -1.68 1.64 -0.69
H -1.60 -0.84 1.61
H 0.11 -0.43 1.09
H -0.45 -0.20 -1.25
H -2.12 -0.88 -1.08
H 3.70 -0.06 0.11
H 2.18 -0.77 0.64
H 2.98 -1.16 -0.92
*
```

---

Relative energy table, unit eV: (P) 0.000; (Q) 3.832

---

(P)
Below is the molecule C4H10S, with properties calculated with ωB97M-V with the def2-TZVPD basis set.

Values from the calculation:
* frontier orbital gap: 10.04 eV
* E_LUMO: 1.04 eV

```
! RIJCOSX wB97M-V def2-TZVPD def2/J DEFGRID3
* xyz 0 1
C 0.01 -2.90 0.41
C -0.85 -1.62 0.32
C -0.10 -0.46 -0.35
C -0.49 0.91 0.19
S 0.65 2.20 -0.33
H -0.72 -3.70 0.36
H 0.46 -2.98 1.43
H 0.71 -3.04 -0.39
H -1.84 -1.86 -0.13
H -1.19 -1.45 1.44
H 0.93 -0.68 -0.27
H -0.34 -0.42 -1.43
H -1.50 1.14 -0.23
H -0.61 0.88 1.28
H 1.83 1.59 -0.11
*
```

---

(Q)
Below is a cluster of 2 separate species, C4H10S in total, with properties calculated with ωB97M-V with the def2-TZVPD basis set.

Values from the calculation:
* frontier orbital gap: 9.19 eV
* E_LUMO: 0.77 eV

```
! RIJCOSX wB97M-V def2-TZVPD def2/J DEFGRID3
* xyz 0 1
C -1.36 -3.41 1.32
C -0.39 -2.48 1.10
H -2.41 -3.13 1.35
H -1.10 -4.46 1.43
H -0.24 -1.63 1.76
H 0.47 -2.56 0.44
C 0.80 2.76 -0.29
S 0.77 1.14 -1.06
C -0.57 0.42 -0.09
H 1.53 3.29 -0.93
H 0.95 2.76 0.79
H -0.07 3.34 -0.62
H -1.21 1.20 0.39
H -1.24 -0.31 -0.54
H -0.17 0.07 0.85
*
```

---

Relative energy table, unit eV: (P) 0.000; (Q) 2.669

---

(P)
Below is a cluster of 2 separate species, C11H11N in total, with properties calculated with ωB97M-V with the def2-TZVPD basis set.

Values from the calculation:
* frontier orbital gap: 9.57 eV
* E_LUMO: 0.49 eV

```
! RIJCOSX wB97M-V def2-TZVPD def2/J DEFGRID3
* xyz 0 1
C 1.41 1.43 -0.41
C 2.44 0.90 0.47
C 2.68 -0.57 0.58
C 1.97 -1.40 -0.25
C 1.15 -0.84 -1.28
C 0.94 0.52 -1.32
C -2.59 0.33 -0.92
C -2.10 1.31 -0.05
C -1.62 0.80 1.21
C -1.38 -0.59 1.38
C -1.84 -1.47 0.48
H 0.91 2.52 -0.38
H 2.84 1.45 1.42
H 3.30 -0.90 1.37
H 2.43 -2.46 -0.34
H 0.47 -1.55 -1.85
H 0.09 0.79 -2.00
H -3.20 0.63 -1.82
H -2.07 2.41 -0.34
H -0.93 1.26 2.03
H -0.87 -1.01 2.16
H -1.52 -2.49 0.60
N -2.50 -1.07 -0.71
*
```

---

(Q)
Below is a cluster of 2 separate species, C11H11N in total, with properties calculated with ωB97M-V with the def2-TZVPD basis set.

Values from the calculation:
* frontier orbital gap: 9.67 eV
* E_LUMO: 0.68 eV

```
! RIJCOSX wB97M-V def2-TZVPD def2/J DEFGRID3
* xyz 0 1
C 2.78 1.48 -0.32
C 3.07 0.70 0.97
C 2.90 -0.79 1.07
C 2.52 -1.38 -0.19
C 2.24 -0.65 -1.33
C 2.26 0.73 -1.47
C -3.48 0.51 -1.06
C -3.19 1.30 0.07
C -2.70 0.60 1.25
C -2.30 -0.72 1.19
C -2.28 -1.47 -0.16
H 2.83 2.71 -0.36
H 3.27 1.15 1.87
H 3.29 -1.21 1.97
H 2.45 -2.46 -0.10
H 1.97 -1.22 -2.15
H 1.80 1.10 -2.24
H -3.96 0.66 -2.04
H -3.25 2.46 0.21
H -3.19 1.18 2.23
H -2.17 -1.37 2.02
H -1.89 -2.47 -0.27
N -2.98 -0.84 -1.16
*
```

---

Relative energy table, unit eV: (P) 0.000; (Q) 1.568

---

(P)
Below is the ion C3H7O with charge -1, with properties calculated with ωB97M-V with the def2-TZVPD basis set.

Values from the calculation:
* frontier orbital gap: 6.48 eV
* E_LUMO: 4.45 eV

```
! RIJCOSX wB97M-V def2-TZVPD def2/J DEFGRID3
* xyz -1 1
C -0.64 0.08 -0.57
O -0.65 1.06 -1.47
C 0.63 0.05 0.32
C 0.58 -0.98 1.47
H -1.47 0.12 0.19
H -0.71 -0.97 -0.96
H 1.54 -0.13 -0.25
H 0.70 1.06 0.76
H 1.18 -0.69 2.34
H -0.42 -1.33 1.74
H 1.09 -1.90 1.12
*
```

---

(Q)
Below is a cluster of 2 separate species, C3H7O in total, with properties calculated with ωB97M-V with the def2-TZVPD basis set.

Values from the calculation:
* frontier orbital gap: 6.31 eV
* E_LUMO: 4.28 eV

```
! RIJCOSX wB97M-V def2-TZVPD def2/J DEFGRID3
* xyz -1 1
C 1.23 -0.04 -0.26
O 0.14 -0.02 0.38
C 2.52 0.01 0.25
C -3.07 0.04 -0.26
H 1.23 -0.11 -1.38
H 2.64 0.25 1.30
H 3.35 0.00 -0.44
H -2.04 -0.26 -0.08
H -3.77 -0.71 0.13
H -3.36 0.97 0.23
H -3.37 0.12 -1.31
*
```

---

Relative energy table, unit eV: (P) 0.397; (Q) 0.000